Record 1
This record from the OMol25 dataset describes C22H50N3OP3Pm as an isolated structure. The level of theory is ωB97M-V/def2-TZVPD.

```
80
Properties=species:S:1:pos:R:3:mulliken_charge:R:1
Pm 0.5459 -0.2324 0.2628 0.601
P -1.5489 1.8555 -0.1208 1.000
P -1.4620 -1.8857 1.3770 0.841
P -0.7234 -0.8453 -2.2350 1.111
H 3.2456 -1.6520 -0.1659 0.500
C 2.8467 -1.2139 -1.0865 -0.744
C 2.7884 0.1353 -1.2884 -0.580
H 3.1647 0.8651 -0.5597 0.423
C -1.6045 3.2822 1.0493 -1.282
C -3.3527 1.5708 -0.1997 -1.346
C -1.3287 2.8360 -1.6731 -1.059
C -0.7438 -3.5584 1.6400 -0.638
C -1.9862 -1.6033 3.1074 -1.215
C -3.0496 -2.3766 0.5976 -1.275
C 0.2163 -0.2976 -3.7140 -1.403
C -2.4199 -0.7768 -2.9166 -1.439
C -0.3999 -2.6439 -2.3780 -1.238
H 2.5867 -1.9102 -1.8807 0.338
H 2.4477 0.5448 -2.2369 0.368
H -0.6871 3.8866 1.0134 0.205
H -1.7462 2.9136 2.0725 0.410
H -2.4605 3.9214 0.7919 0.574
H -3.6814 1.0710 0.7185 0.396
H -3.6311 0.9632 -1.0659 0.334
H -3.8509 2.5448 -0.2691 0.496
H -0.3525 3.3429 -1.6612 0.219
H -2.1213 3.5971 -1.7187 0.463
H -1.3886 2.1921 -2.5610 0.244
H -1.4652 -4.2437 2.1072 0.506
H 0.1644 -3.5245 2.2537 0.486
H -0.4815 -3.9201 0.6437 -0.366
H -2.6128 -2.4455 3.4358 0.494
H -2.5467 -0.6637 3.1709 0.385
H -1.0946 -1.5345 3.7447 0.398
H -3.6378 -2.9835 1.2988 0.509
H -2.8917 -2.9541 -0.3215 0.358
H -3.6301 -1.4847 0.3381 0.280
H -0.0474 -0.9499 -4.5557 0.490
H 1.2955 -0.3583 -3.5394 0.352
H -0.0524 0.7366 -3.9565 0.325
H -2.4645 -1.3890 -3.8280 0.526
H -2.6873 0.2542 -3.1770 0.462
H -3.1489 -1.1660 -2.1966 0.305
H -0.5416 -2.9545 -3.4214 0.479
H -1.0726 -3.2279 -1.7385 0.307
H 0.6313 -2.8751 -2.0801 0.101
C 0.8320 -6.0068 -1.6712 0.904
C 1.1746 -7.2565 -1.1143 -0.905
C 2.1484 -8.0122 -1.7634 -0.437
C 2.7582 -7.5286 -2.9304 -0.559
C 2.3302 -6.3309 -3.5131 -0.554
C 1.2815 -5.6041 -2.9307 -0.118
O 0.1409 -5.1004 -0.9092 -0.376
H 0.0678 -5.4582 0.0046 0.201
H 0.7076 -7.5711 -0.1744 0.379
H 2.4337 -8.9776 -1.3415 0.377
H 3.5726 -8.0967 -3.3899 0.383
H 2.8059 -5.9555 -4.4215 0.381
H 0.8652 -4.7172 -3.4084 0.282
C 2.2303 4.3842 0.4992 -1.210
N 1.8979 4.0019 1.8712 0.195
C 1.5420 5.1032 2.7725 -1.254
C 1.6815 2.6887 2.1622 0.152
N 1.3513 1.8209 1.1823 -0.225
N 1.7910 2.2465 3.4297 0.054
C 2.5914 2.9641 4.4108 -1.158
C 1.5082 0.8448 3.7202 -0.881
H 1.3535 4.3644 -0.1691 0.384
H 2.6279 5.4017 0.5309 0.432
H 3.0184 3.7346 0.0888 0.404
H 0.9067 4.7643 3.6064 0.421
H 2.4429 5.5991 3.1651 0.385
H 0.9783 5.8554 2.2032 0.463
H 1.3725 2.3383 0.2955 0.104
H 1.9827 3.6461 5.0180 0.338
H 3.0432 2.2435 5.0934 0.493
H 3.3959 3.5313 3.9172 0.362
H 0.4534 0.6174 3.4965 0.166
H 2.1611 0.1585 3.1494 0.233
H 1.6899 0.7057 4.7901 0.481
```

Calculated values
Charge = +3
Energy relative to the best compared isomer or geometry (same formula, charge and spin) = 0.0 kJ/mol
<S²> = 6.0068
HOMO-LUMO gap (alpha / beta) = 4.5873 / 4.8036 eV
Multiplicity = 5

***

Record 2
This record from the OMol25 dataset describes C22H50N7O17PbS2 as an isolated structure. The level of theory is ωB97M-V/def2-TZVPD.

```
99
Properties=species:S:1:pos:R:3:mulliken_charge:R:1
Pb -2.5055 2.1887 -0.3614 1.569
N -0.4815 -0.0433 -0.9221 1.069
O -0.5222 1.1356 -1.4290 -0.523
O -1.3110 -0.2105 0.0258 -0.755
O 0.1934 -0.9215 -1.4058 -0.439
C -1.9283 -3.4224 0.0097 1.122
C -3.2158 -2.8781 -0.6174 0.575
O -4.0926 -3.9869 -0.7533 -0.418
S -3.5833 -5.2531 0.0938 1.069
O -3.7611 -6.4588 -0.6244 -0.535
O -4.1052 -5.1439 1.4192 -0.552
O -2.0196 -4.8359 0.0810 -0.332
H -1.7079 -2.9206 0.9534 -0.540
H -1.1016 -3.1934 -0.6574 -0.396
H -2.9511 -2.5408 -1.6216 0.124
H -3.6842 -2.0638 -0.0692 -0.210
C 2.5055 0.9610 0.4357 1.944
C 2.7826 1.4134 -0.9893 0.431
O 4.1824 1.2312 -1.1348 -0.423
S 4.9043 1.6410 0.2542 1.034
O 4.9431 3.0613 0.3786 -0.577
O 6.0743 0.8633 0.4074 -0.558
O 3.7045 1.0762 1.2025 -0.267
H 2.1953 -0.0838 0.4940 -0.864
H 1.7752 1.6011 0.9344 -0.939
H 2.5147 2.4547 -1.1746 0.159
H 2.2637 0.7965 -1.7175 0.040
C 1.3269 -3.1383 1.4023 -0.517
C 2.4650 -2.9590 2.3864 0.385
O 3.2369 -2.0257 2.2857 -0.592
N 2.4990 -3.8863 3.3673 -0.219
C 3.4739 -3.9229 4.4354 -0.869
H 1.4328 -2.4874 0.5358 -0.039
H 0.3771 -2.8514 1.8662 0.120
H 1.1602 -4.1435 1.0108 0.606
H 1.8904 -4.6780 3.2480 0.216
H 3.9018 -2.9303 4.5576 0.297
H 4.2792 -4.6286 4.2308 0.303
H 2.9889 -4.1817 5.3761 0.320
C -2.6950 2.4254 4.2494 -1.715
C -1.6759 1.8183 3.3065 0.521
O -1.7276 2.0419 2.0896 -0.091
N -0.7427 1.0342 3.8498 0.009
C 0.1918 0.2021 3.0816 -0.536
H -3.4199 3.0114 3.6982 0.254
H -2.1389 3.1131 4.8960 0.515
H -3.1129 1.6731 4.9151 0.416
H -0.7230 0.8970 4.8468 0.267
H 0.0313 0.3656 2.0242 -0.408
H 0.1813 -0.8373 3.4046 0.514
H 1.1916 0.5488 3.3618 0.424
C 0.7805 4.5312 -1.6899 -1.051
C 0.4844 4.1485 -0.2483 0.508
O -0.5349 3.5049 0.0646 -0.562
N 1.4219 4.4516 0.6451 0.053
C 1.3239 4.0570 2.0294 -0.806
H 0.7187 3.6176 -2.2699 0.032
H 1.7599 5.0010 -1.7550 0.414
H 0.0928 5.3156 -2.0098 0.467
H 2.2497 4.8985 0.2868 0.275
H 0.6446 4.7470 2.5485 0.367
H 2.2663 4.2211 2.5470 0.378
H 0.9204 3.0733 2.2526 -0.003
C -0.6775 -1.9837 -4.6643 -0.959
C -0.3805 -3.3621 -4.1305 0.832
O -0.8101 -4.3907 -4.6208 -0.651
N 0.3737 -3.3835 -2.9899 0.106
C 0.9413 -4.5530 -2.3793 -0.888
H 0.2239 -1.4605 -4.9790 0.216
H -1.1941 -1.3523 -3.9349 0.193
H -1.3761 -2.0669 -5.4944 0.367
H 0.5554 -2.4901 -2.5541 0.017
H 0.6268 -4.6610 -1.3415 0.171
H 2.0348 -4.5470 -2.4349 0.343
H 0.6935 -5.4883 -2.8776 0.342
C -3.3733 -1.0673 2.5414 -0.718
C -4.2171 0.0326 1.9491 0.408
O -3.9618 0.4974 0.8226 -0.720
N -5.2951 0.3960 2.6600 -0.068
C -6.2864 1.3523 2.2291 -0.893
H -2.3311 -0.8907 2.2742 -0.369
H -3.6654 -2.0556 2.1903 0.558
H -3.3897 -1.0084 3.6319 0.554
H -5.5300 -0.3264 3.3260 0.304
H -6.4518 1.3754 1.1546 0.282
H -5.8794 2.3477 2.4631 0.243
H -7.1859 1.3254 2.8338 0.390
C 3.5926 4.4936 -5.5315 -1.366
C 2.8588 3.5611 -4.5938 0.638
O 3.1703 3.4715 -3.4113 -0.530
N 1.9542 2.7455 -5.1856 -0.122
C 1.2329 1.6863 -4.5029 -0.393
H 4.2730 3.8691 -6.1110 0.335
H 4.1054 5.2566 -4.9567 0.319
H 2.9285 5.0013 -6.2341 0.424
H 1.7962 2.8599 -6.1717 0.228
H 1.5953 0.7178 -4.8434 0.361
H 0.1681 1.7659 -4.7397 0.311
H 1.2919 1.8372 -3.4323 -0.327
```

Calculated values
Charge = +1
HOMO-LUMO gap = 7.4941 eV

***

Record 3
This record from the OMol25 dataset describes a 3-piece molecular cluster, C22H50NO7 overall. The level of theory is ωB97M-V/def2-TZVPD.

```
80
Properties=species:S:1:pos:R:3:mulliken_charge:R:1
C -4.0526 1.3993 1.2192 -0.951
C -3.8779 2.6823 0.4249 -0.055
O -3.1638 2.5050 -0.7864 -0.424
C -1.7789 2.3162 -0.6259 -0.361
C -0.9872 3.3990 -1.3257 -0.867
C 0.4906 2.9598 -1.4806 -0.387
C 0.7524 2.5796 -2.9348 -0.815
C 2.0508 1.8162 -3.2347 -1.452
C 2.4433 0.8341 -2.1669 -0.217
N 3.8050 0.2555 -2.3829 -0.046
C 4.1714 -0.6764 -1.2634 0.333
C 5.4120 -1.4784 -1.5836 -1.593
C 3.0286 -1.5996 -0.8385 -0.765
O 1.7510 -1.0077 -0.8404 -0.411
C 1.4923 -0.3509 -2.0558 -0.299
O 1.7755 -1.1733 -3.1511 -0.426
C 0.6566 -1.8950 -3.7234 -0.397
C -0.2777 -2.5293 -2.7156 -1.027
H -4.0787 0.5200 0.5840 0.306
H -3.2386 1.2700 1.9285 0.323
H -4.9750 1.4096 1.7851 0.194
H -4.8578 3.0845 0.2045 0.213
H -3.3647 3.4313 1.0341 0.267
H -1.4701 1.3427 -1.0249 0.119
H -1.5272 2.3004 0.4328 0.349
H -1.0174 4.2916 -0.7096 0.314
H -1.4291 3.6344 -2.2862 0.401
H 1.1165 3.7865 -1.1750 0.315
H 0.6291 2.1197 -0.8075 0.335
H -0.1067 2.0652 -3.3481 0.500
H 0.8163 3.5109 -3.4867 0.448
H 2.8794 2.4949 -3.4355 0.477
H 1.8964 1.2525 -4.1539 0.260
H 2.4826 1.2768 -1.1807 0.630
H 4.4594 1.0402 -2.3445 0.523
H 3.8972 -0.1657 -3.3111 0.560
H 4.4218 -0.0437 -0.4180 0.222
H 5.1993 -2.1352 -2.4243 0.428
H 6.2384 -0.8213 -1.8311 0.439
H 5.6561 -2.0806 -0.7178 0.349
H 3.0752 -2.5103 -1.4343 0.348
H 3.2358 -1.8789 0.1861 0.475
H 0.4814 0.0397 -2.0695 0.667
H 0.1413 -1.2310 -4.4137 0.287
H 1.1038 -2.6823 -4.3168 0.435
H -0.9094 -3.2336 -3.2404 0.430
H -0.9497 -1.7833 -2.3043 0.252
H 0.2593 -3.0018 -1.9068 0.257
C 5.0437 -5.0804 1.0804 -0.844
O 5.6181 -4.0344 1.8458 -0.254
C 5.6755 -4.3248 3.2395 -0.546
C 7.0488 -4.7960 3.6651 -0.516
O 7.3863 -6.0385 3.0716 -0.375
C 8.2545 -5.9206 1.9579 -0.659
H 5.2825 -4.8873 0.0338 0.226
H 5.4439 -6.0568 1.3573 0.435
H 3.9543 -5.0831 1.2005 0.310
H 4.9214 -5.0710 3.5041 0.361
H 5.4373 -3.4003 3.7736 0.349
H 7.0445 -4.9439 4.7488 0.384
H 7.8035 -4.0387 3.4318 0.320
H 9.2762 -5.7099 2.2897 0.328
H 7.9289 -5.1355 1.2710 0.244
H 8.2468 -6.8736 1.4318 0.248
C -10.5469 3.1980 1.9509 -0.684
O -9.8580 3.4508 3.1640 -0.376
C -8.8554 2.4927 3.4568 -0.677
C -7.4730 2.9980 3.1043 -0.382
O -7.3182 3.1931 1.7044 -0.277
C -7.4537 4.5523 1.3199 -0.929
H -11.0963 4.1010 1.6900 0.246
H -9.8603 2.9555 1.1369 0.283
H -11.2615 2.3784 2.0799 0.323
H -9.0588 1.5503 2.9393 0.335
H -8.8934 2.3010 4.5336 0.394
H -6.7377 2.2465 3.4112 0.366
H -7.2549 3.9224 3.6469 0.356
H -6.5497 5.1154 1.5783 0.313
H -8.3182 5.0214 1.7926 0.489
H -7.5868 4.5783 0.2392 0.248
```

Calculated values
Charge = +1
Energy relative to the best compared isomer or geometry (same formula, charge and spin) = 24.8 kJ/mol
HOMO-LUMO gap = 7.8039 eV